Record 1
C50H53ClN5O5S3SeY as an isolated structure in a non-equilibrium geometry. Source: the Open Molecules 2025 dataset; level of theory: ωB97M-V with the def2-TZVPD basis set.

Net charge: -2
Electronic energy: -181817.078 eV
Maximum force: 2.22 eV/A
HOMO energy: -0.060 hartree
Energy above the lowest of the compared OMol25 structures with the same formula, charge and spin: 11.3 kcal/mol

Element x y z (Å)
Y (-0.0730, 0.1718, -0.1505)
C (5.8515, -1.4423, -2.7685)
C (4.7935, -0.4305, -3.2288)
C (3.9545, 0.0486, -2.0865)
C (4.1192, 1.1621, -1.3202)
C (5.1828, 2.2088, -1.4162)
C (6.3295, 1.9570, -0.4273)
C (3.0479, 1.1470, -0.3403)
C (2.8982, 2.0603, 0.6957)
C (1.8915, 2.0840, 1.6594)
C (1.7907, 3.0666, 2.7218)
C (2.8181, 4.1089, 3.0369)
C (4.0637, 3.4843, 3.6803)
C (0.6481, 2.7816, 3.4066)
C (0.0982, 1.5861, 2.7996)
C (-0.9678, 0.8592, 3.3222)
C (-1.4367, -0.3686, 2.8724)
N (-0.9428, -1.0385, 1.7986)
C (-1.6275, -2.2018, 1.7165)
C (-1.3752, -3.2098, 0.7910)
C (-0.3770, -3.2214, -0.1743)
N (0.4740, -2.1988, -0.4407)
C (1.3213, -2.6409, -1.4049)
C (2.3643, -1.9059, -1.9576)
C (2.7929, -0.6443, -1.5586)
N (2.2570, 0.0605, -0.5323)
C (1.0031, -4.0105, -1.7689)
C (-0.0622, -4.3717, -1.0039)
C (-0.7731, -5.6877, -0.9539)
C (-0.3061, -6.5493, 0.2265)
C (1.7777, -4.8550, -2.7313)
C (3.0367, -5.4408, -2.0781)
C (-2.6123, -2.2832, 2.7803)
C (-2.4899, -1.1413, 3.5070)
C (-3.2965, -0.7175, 4.6950)
C (-4.4882, 0.1526, 4.2752)
C (-3.5318, -3.4390, 3.0241)
C (-2.8341, -4.5782, 3.7781)
N (0.8574, 1.2098, 1.7390)
C (0.0322, 3.5213, 4.5519)
C (0.5242, 2.9995, 5.9077)
H (6.4438, -1.8103, -3.6109)
H (5.3746, -2.2931, -2.2802)
H (6.5263, -0.9780, -2.0480)
H (4.1486, -0.8936, -3.9800)
H (5.2880, 0.4194, -3.7062)
H (4.7496, 3.1896, -1.2128)
H (5.5830, 2.2332, -2.4333)
H (5.9445, 1.8968, 0.5915)
H (7.0712, 2.7587, -0.4763)
H (6.8301, 1.0135, -0.6526)
H (3.6341, 2.8533, 0.7479)
H (2.3904, 4.8394, 3.7285)
H (3.1120, 4.6429, 2.1286)
H (3.7861, 2.9544, 4.5928)
H (4.8040, 4.2487, 3.9322)
H (4.5237, 2.7652, 3.0023)
H (-1.4808, 1.2937, 4.1698)
H (-2.0021, -4.0920, 0.8492)
H (2.9133, -2.3758, -2.7659)
H (-0.6025, -6.2344, -1.8848)
H (-1.8486, -5.5129, -0.8704)
H (0.7609, -6.7619, 0.1426)
H (-0.8467, -7.4993, 0.2591)
H (-0.4695, -6.0232, 1.1674)
H (2.0681, -4.2578, -3.5992)
H (1.1488, -5.6734, -3.0909)
H (3.6692, -4.6380, -1.6976)
H (3.6137, -6.0351, -2.7920)
H (2.7642, -6.0792, -1.2363)
H (-2.6652, -0.1541, 5.3869)
H (-3.6547, -1.6033, 5.2291)
H (-4.1445, 1.0122, 3.6995)
H (-5.0392, 0.5105, 5.1494)
H (-5.1698, -0.4203, 3.6439)
H (-3.9068, -3.8127, 2.0681)
H (-4.3947, -3.1022, 3.6037)
H (-1.9708, -4.9361, 3.2159)
H (-3.5160, -5.4178, 3.9392)
H (-2.4794, -4.2264, 4.7483)
H (-1.0532, 3.4245, 4.4819)
H (0.2678, 4.5854, 4.4682)
H (0.3066, 1.9350, 6.0053)
H (0.0442, 3.5313, 6.7335)
H (1.6047, 3.1329, 5.9950)
Se (-2.6715, 1.1718, 0.2057)
C (-2.9134, 2.2867, 1.5997)
N (-3.1188, 2.9857, 2.5074)
O (-0.1670, -0.3591, -2.5653)
Cl (-1.6027, -0.5065, -2.6751)
O (-1.8998, -1.3550, -3.7907)
O (-2.2124, 0.7652, -2.8542)
O (-2.0592, -1.1282, -1.4550)
O (0.0867, 2.2209, -1.0473)
C (0.2391, 3.2826, -1.9109)
C (0.4363, 2.8949, -3.3877)
C (-0.2353, 3.3313, -4.4922)
C (0.2634, 2.7867, -5.7047)
C (1.3176, 1.9520, -5.5003)
S (1.7056, 1.8180, -3.8362)
C (1.4434, 4.1727, -1.5198)
C (1.6866, 4.7179, -0.2971)
C (2.7845, 5.6181, -0.2823)
C (3.3647, 5.7515, -1.5064)
S (2.5821, 4.7659, -2.6780)
C (-0.9669, 4.2525, -1.8425)
C (-0.9917, 5.5806, -1.5145)
C (-2.3006, 6.1269, -1.4705)
C (-3.2479, 5.2017, -1.7823)
S (-2.5602, 3.6662, -2.1117)
H (-1.0679, 4.0161, -4.4446)
H (-0.1470, 3.0190, -6.6781)
H (1.8757, 1.3861, -6.2297)
H (1.0676, 4.4916, 0.5594)
H (3.1189, 6.1567, 0.5957)
H (4.2052, 6.3642, -1.7935)
H (-0.1073, 6.1647, -1.3111)
H (-2.5138, 7.1553, -1.2106)
H (-4.3190, 5.3276, -1.8123)

=====

Record 2
C50H54N2O2PPtSi as an isolated structure in a non-equilibrium geometry. Source: the Open Molecules 2025 dataset; level of theory: ωB97M-V with the def2-TZVPD basis set.

Net charge: -1
Electronic energy: -80216.990 eV
Maximum force: 3.92 eV/A
HOMO energy (spin up / spin down): -0.148 / -0.148 hartree
Energy above the lowest of the compared OMol25 structures with the same formula, charge and spin: 45.5 kcal/mol

Element x y z (Å)
Pt (0.3640, 0.0204, 0.1385)
C (1.0640, 3.5826, -3.6768)
C (1.4576, 4.3738, -2.6100)
C (1.3193, 3.9342, -1.3084)
C (0.7837, 2.6654, -1.0292)
C (0.4546, 1.8516, -2.1318)
C (0.5737, 2.3073, -3.4231)
N (0.6376, 2.1099, 0.2076)
C (0.3521, 2.7419, 1.3660)
C (0.0834, 4.1166, 1.5268)
C (-0.0766, 4.6679, 2.7805)
C (-0.0334, 3.8820, 3.9207)
C (0.0726, 2.5045, 3.7758)
C (0.2453, 1.9479, 2.5314)
H (1.1345, 3.9548, -4.6886)
H (1.8907, 5.3494, -2.7946)
H (1.6627, 4.5671, -0.5041)
H (0.0614, 0.8527, -1.9255)
H (0.2758, 1.6712, -4.2460)
H (-0.0256, 4.7503, 0.6606)
H (-0.2336, 5.7373, 2.8721)
H (-0.1289, 4.3279, 4.9000)
H (0.0195, 1.8609, 4.6445)
H (0.2643, 0.8597, 2.4087)
C (-4.1143, 3.1851, -0.2599)
N (-3.7932, 2.2312, 0.7809)
C (-4.7836, 1.9673, 1.7885)
C (-2.6766, 1.4930, 0.6558)
O (-1.8914, 1.6095, -0.2577)
H (-5.0491, 3.6875, -0.0157)
H (-4.2050, 2.6734, -1.2206)
H (-3.3074, 3.9173, -0.3402)
H (-5.1100, 2.9053, 2.2487)
H (-4.3549, 1.3246, 2.5568)
H (-5.6558, 1.4644, 1.3551)
H (-2.5426, 0.7758, 1.4733)
C (-1.6328, -3.4545, 2.3956)
C (-3.0001, -2.8436, 2.0947)
C (-4.0641, -3.8967, 2.3966)
C (-3.2176, -1.6471, 3.0188)
Si (-2.9283, -2.1508, 0.2898)
O (-1.6996, -1.2111, 0.1549)
C (-4.5370, -1.2252, -0.2229)
C (-5.8138, -1.3663, 0.3053)
C (-6.9026, -0.6848, -0.2160)
C (-6.7369, 0.1670, -1.2936)
C (-5.4724, 0.3318, -1.8350)
C (-4.3993, -0.3559, -1.3009)
C (-2.9491, -3.5230, -1.0430)
C (-3.5656, -4.7647, -0.9651)
C (-3.5420, -5.6551, -2.0259)
C (-2.8888, -5.3206, -3.1985)
C (-2.2768, -4.0831, -3.3053)
C (-2.3209, -3.2035, -2.2408)
H (-1.5741, -3.8109, 3.4274)
H (-0.8473, -2.7225, 2.2298)
H (-1.4365, -4.2917, 1.7280)
H (-4.1754, -4.0286, 3.4766)
H (-3.7749, -4.8574, 1.9777)
H (-5.0343, -3.6254, 1.9883)
H (-3.1974, -1.9405, 4.0717)
H (-4.1776, -1.1759, 2.8107)
H (-2.4330, -0.9131, 2.8537)
H (-5.9828, -2.0259, 1.1434)
H (-7.8882, -0.8233, 0.2152)
H (-7.5858, 0.6950, -1.7105)
H (-5.3326, 0.9935, -2.6828)
H (-3.4170, -0.2192, -1.7220)
H (-4.0906, -5.0495, -0.0672)
H (-4.0375, -6.6158, -1.9399)
H (-2.8646, -6.0154, -4.0285)
H (-1.7656, -3.8096, -4.2209)
H (-1.8658, -2.2304, -2.3290)
C (2.0101, -4.5663, 0.3121)
C (2.3614, -3.6993, 1.3314)
C (1.9482, -2.3760, 1.2982)
C (1.1805, -1.8789, 0.2465)
C (0.8718, -2.7614, -0.7890)
C (1.2613, -4.0885, -0.7503)
H (2.3054, -5.6086, 0.3545)
H (2.9540, -4.0476, 2.1700)
H (2.2251, -1.7318, 2.1241)
H (0.2753, -2.4306, -1.6281)
H (0.9566, -4.7532, -1.5486)
C (3.9370, 2.0142, -1.2322)
P (3.1888, 0.4649, -0.5188)
C (4.0952, -0.7584, -1.5169)
C (4.7305, -1.8650, -0.9614)
C (5.3813, -2.7772, -1.7717)
C (5.3989, -2.6094, -3.1472)
C (4.7072, -1.5474, -3.7116)
C (4.0521, -0.6388, -2.9049)
C (4.1523, 0.4813, 1.0527)
C (3.4282, 0.6541, 2.2249)
C (4.0575, 0.7172, 3.4553)
C (5.4335, 0.5945, 3.5306)
C (6.1696, 0.4393, 2.3666)
C (5.5397, 0.3966, 1.1328)
H (5.0130, 1.9215, -1.3695)
H (3.7270, 2.8251, -0.5375)
H (3.4650, 2.2449, -2.1832)
H (4.7099, -2.0065, 0.1079)
H (5.8742, -3.6308, -1.3291)
H (5.9342, -3.3086, -3.7764)
H (4.6762, -1.4337, -4.7870)
H (3.4836, 0.1721, -3.3390)
H (2.3551, 0.7348, 2.1445)
H (3.4724, 0.8583, 4.3529)
H (5.9328, 0.6297, 4.4906)
H (7.2463, 0.3476, 2.4286)
H (6.1377, 0.2883, 0.2386)

=====

Record 3
C50H58BFN3NaO6Sb2 as an isolated structure in a non-equilibrium geometry. Source: the Open Molecules 2025 dataset; level of theory: ωB97M-V with the def2-TZVPD basis set.

Electronic energy: -90431.370 eV
Maximum force: 2.98 eV/A
HOMO energy: -0.149 hartree
Energy above the lowest of the compared OMol25 structures with the same formula, charge and spin: 10.8 kcal/mol

Element x y z (Å)
Na (0.2104, 2.2365, 1.3327)
C (-3.3834, 1.0536, 2.8255)
C (-4.0649, 2.1774, 2.0512)
C (-3.0949, 3.2688, 1.5762)
Sb (-2.3620, 2.9826, -0.4473)
C (-4.0463, 3.9912, -1.3687)
C (-5.2842, 4.1593, -0.7597)
C (-6.2885, 4.8840, -1.3899)
C (-6.0665, 5.4443, -2.6385)
C (-4.8401, 5.2653, -3.2651)
C (-3.8430, 4.5371, -2.6351)
C (-1.2852, 4.8469, -0.2564)
C (-1.9241, 6.0849, -0.2056)
C (-1.2022, 7.2432, 0.0423)
C (0.1683, 7.1811, 0.2613)
C (0.8181, 5.9588, 0.2140)
C (0.0916, 4.8070, -0.0534)
Sb (-1.8731, -0.0072, 1.6758)
C (-2.1065, -1.7998, 2.8616)
C (-1.8804, -3.0355, 2.2586)
C (-2.0314, -4.2123, 2.9762)
C (-2.3991, -4.1706, 4.3147)
C (-2.6031, -2.9455, 4.9317)
C (-2.4522, -1.7688, 4.2088)
C (-3.3126, -0.7342, 0.2291)
C (-4.5052, -1.3415, 0.6157)
C (-5.4205, -1.7756, -0.3329)
C (-5.1547, -1.6096, -1.6858)
C (-3.9608, -1.0277, -2.0846)
C (-3.0451, -0.5987, -1.1315)
H (-4.1298, 0.3314, 3.1618)
H (-2.8836, 1.4707, 3.7039)
H (-4.8306, 2.6328, 2.6894)
H (-4.5972, 1.7416, 1.1968)
H (-2.2177, 3.3203, 2.2300)
H (-3.5632, 4.2535, 1.5874)
H (-5.4707, 3.7328, 0.2193)
H (-7.2457, 5.0120, -0.8991)
H (-6.8472, 6.0192, -3.1204)
H (-4.6636, 5.6990, -4.2417)
H (-2.8809, 4.4088, -3.1221)
H (-2.9933, 6.1499, -0.3666)
H (-1.7123, 8.1986, 0.0675)
H (0.7279, 8.0832, 0.4743)
H (1.8856, 5.8881, 0.3836)
H (0.6182, 3.8638, -0.1138)
H (-1.5894, -3.0761, 1.2135)
H (-1.8661, -5.1688, 2.4938)
H (-2.5267, -5.0882, 4.8757)
H (-2.8840, -2.9069, 5.9774)
H (-2.6131, -0.8170, 4.7028)
H (-4.7178, -1.4839, 1.6700)
H (-6.3430, -2.2484, -0.0165)
H (-5.8753, -1.9360, -2.4253)
H (-3.7415, -0.9085, -3.1392)
H (-2.1054, -0.1630, -1.4556)
F (0.5917, -4.0807, -1.5198)
C (1.3996, -3.4031, -0.6432)
C (1.1377, -2.0674, -0.4117)
C (1.9612, -1.3276, 0.4749)
C (1.7537, 0.0029, 0.7908)
O (0.7622, 0.7297, 0.0415)
C (2.8194, 0.7613, 1.3986)
C (3.8556, 0.1189, 1.9418)
N (3.8791, -1.3058, 1.9951)
C (5.1067, -1.9081, 2.3812)
C (5.7139, -1.5092, 3.6864)
C (5.1185, -2.8797, 3.5295)
C (3.0684, -2.0188, 1.0851)
C (3.2842, -3.3462, 0.8235)
C (2.4218, -4.0876, -0.0407)
N (2.7026, -5.4773, -0.2495)
C (3.6715, -5.7668, -1.2850)
C (4.2617, -7.1453, -1.0211)
N (3.1345, -8.1369, -1.0186)
C (2.0946, -7.7906, 0.0086)
C (1.5879, -6.3889, -0.3090)
C (2.7724, 2.2784, 1.3845)
O (3.5717, 2.9122, 0.7010)
O (1.8427, 2.8063, 2.1005)
H (0.2977, -1.5963, -0.9061)
H (4.6975, 0.6261, 2.3851)
H (5.7909, -2.1310, 1.5587)
H (5.1602, -0.8005, 4.2868)
H (6.7880, -1.4057, 3.7489)
H (4.1746, -3.0650, 4.0240)
H (5.7820, -3.7346, 3.4825)
H (4.0902, -3.8841, 1.3047)
H (4.4629, -5.0199, -1.2497)
H (3.2322, -5.7452, -2.3008)
H (4.7144, -7.1590, -0.0318)
H (4.9929, -7.4444, -1.7709)
H (3.4865, -9.0817, -0.8790)
H (2.6843, -8.1025, -1.9363)
H (2.5742, -7.8041, 0.9849)
H (1.3028, -8.5382, -0.0302)
H (0.8358, -6.0919, 0.4194)
H (1.0964, -6.4103, -1.2983)
C (2.9532, 3.3314, -2.4703)
C (2.4010, 1.9682, -2.8954)
C (3.2949, 1.3494, -3.9543)
O (2.3876, 1.1100, -1.7362)
B (1.1543, 1.2194, -1.1637)
O (0.2560, 1.9168, -1.9681)
C (0.8862, 2.0272, -3.2606)
C (0.4501, 3.3053, -3.9557)
C (0.4448, 0.8074, -4.0710)
H (3.7657, 3.1693, -1.7637)
H (2.1963, 3.9140, -1.9459)
H (3.3130, 3.9010, -3.3283)
H (4.3273, 1.3995, -3.6081)
H (3.2106, 1.9033, -4.8911)
H (3.0381, 0.3035, -4.1195)
H (0.4942, 4.1603, -3.2826)
H (-0.5758, 3.2022, -4.3142)
H (1.0969, 3.4992, -4.8130)
H (0.7361, -0.1087, -3.5533)
H (0.8825, 0.8137, -5.0695)
H (-0.6422, 0.8260, -4.1630)
O (0.1103, 1.4292, 3.4590)
H (0.9277, 1.8973, 3.1218)
H (0.4225, 0.9695, 4.2428)

=====

Record 4
C50H59GeN3O5P2Pb as an isolated structure in a non-equilibrium geometry. Source: the Open Molecules 2025 dataset; level of theory: ωB97M-V with the def2-TZVPD basis set.

Multiplicity: 2
Net charge: +3
Electronic energy: -147832.635 eV
Maximum force: 2.82 eV/A
HOMO energy (spin up / spin down): -0.512 / -0.512 hartree
Energy above the lowest of the compared OMol25 structures with the same formula, charge and spin: 44.9 kcal/mol

Element x y z (Å)
Pb (-0.1664, 0.2013, 0.0918)
C (2.2018, -3.2191, 0.7436)
C (1.2345, -3.7643, -0.3001)
C (1.7991, -3.6059, -1.7179)
C (0.8968, -5.2298, -0.0279)
O (0.0228, -2.9935, -0.2797)
Ge (-1.4010, -2.9928, 0.7572)
O (-0.9505, -1.8832, 2.0878)
C (-0.9737, -2.0139, 3.5190)
C (-0.8292, -3.4880, 3.8945)
C (-2.2785, -1.4401, 4.0558)
C (0.2344, -1.2287, 4.0432)
O (-2.3731, -1.8665, -0.2275)
C (-3.7376, -1.9847, -0.6658)
C (-3.9833, -0.7658, -1.5562)
C (-3.9127, -3.2674, -1.4709)
C (-4.6570, -1.9639, 0.5498)
H (3.1562, -3.7385, 0.6850)
H (1.7951, -3.3564, 1.7496)
H (2.3744, -2.1520, 0.5800)
H (2.7631, -4.1073, -1.7853)
H (1.9262, -2.5482, -1.9485)
H (1.1184, -4.0468, -2.4468)
H (1.7905, -5.8486, -0.0559)
H (0.1858, -5.6005, -0.7677)
H (0.4419, -5.3116, 0.9686)
H (-1.6584, -4.0546, 3.4508)
H (-0.8627, -3.6164, 4.9741)
H (0.1153, -3.8895, 3.5220)
H (-3.1286, -2.0209, 3.6899)
H (-2.3961, -0.4031, 3.7359)
H (-2.2849, -1.4717, 5.1441)
H (1.1580, -1.6195, 3.6146)
H (0.2813, -1.3191, 5.1270)
H (0.1408, -0.1745, 3.7799)
H (-3.3860, -0.8251, -2.4674)
H (-3.7118, 0.1443, -1.0114)
H (-5.0370, -0.7184, -1.8284)
H (-3.1783, -3.3231, -2.2754)
H (-4.9113, -3.3181, -1.9014)
H (-3.7727, -4.1325, -0.8134)
H (-4.4619, -1.0817, 1.1638)
H (-4.4725, -2.8543, 1.1595)
H (-5.7045, -1.9676, 0.2529)
O (2.8116, -0.7272, -3.7811)
C (3.9575, -0.7934, -3.0814)
C (5.1065, -1.2249, -3.7427)
C (6.3009, -1.3332, -3.0626)
C (6.3857, -1.0045, -1.7075)
C (5.2667, -0.5480, -1.0518)
C (4.0376, -0.4312, -1.7190)
C (2.8615, 0.0618, -1.0116)
O (1.6849, -0.0717, -1.5049)
N (3.0898, 0.6737, 0.1565)
N (2.0108, 1.0835, 0.7733)
C (2.0551, 1.8590, 1.7923)
C (0.8263, 2.3318, 2.4007)
C (0.8765, 3.1856, 3.5006)
C (-0.3024, 3.6577, 4.0497)
C (-1.5086, 3.2680, 3.4789)
C (-1.4790, 2.4142, 2.3938)
N (-0.3457, 1.9511, 1.8621)
H (2.0853, -0.4977, -3.1811)
H (5.0316, -1.4757, -4.7925)
H (7.1832, -1.6793, -3.5842)
H (7.3238, -1.1046, -1.1804)
H (5.3103, -0.2709, -0.0082)
H (3.0072, 2.1998, 2.1895)
H (1.8369, 3.4644, 3.9133)
H (-0.2813, 4.3154, 4.9082)
H (-2.4524, 3.6174, 3.8728)
H (-2.4003, 2.0921, 1.9213)
C (-1.9091, 3.1625, -2.7583)
P (-0.6758, 1.9130, -2.0872)
C (-0.3387, 0.9541, -3.5871)
C (0.0821, 1.5731, -4.7650)
C (0.2588, 0.8183, -5.9132)
C (0.0078, -0.5469, -5.8983)
C (-0.4122, -1.1665, -4.7297)
C (-0.5878, -0.4200, -3.5763)
C (0.6948, 3.0446, -1.6968)
C (1.9572, 2.9621, -2.2741)
C (2.9631, 3.8139, -1.8398)
C (2.7153, 4.7329, -0.8305)
C (1.4525, 4.8195, -0.2548)
C (0.4428, 3.9774, -0.6855)
P (-3.6991, 3.0733, -2.3372)
C (-3.9116, 3.7076, -0.6435)
C (-4.4986, 2.9128, 0.3384)
C (-4.7479, 3.4396, 1.5982)
C (-4.4079, 4.7562, 1.8750)
C (-3.8114, 5.5459, 0.8980)
C (-3.5709, 5.0343, -0.3655)
C (-4.5246, 4.2676, -3.3768)
C (-3.9820, 4.8042, -4.5578)
C (-4.6939, 5.7546, -5.2552)
C (-5.9721, 6.1324, -4.8312)
C (-6.5319, 5.5808, -3.6787)
C (-5.8257, 4.6398, -2.9653)
H (-1.8471, 3.0491, -3.8409)
H (-1.5569, 4.1547, -2.4724)
H (0.2872, 2.6379, -4.7877)
H (0.5955, 1.2973, -6.8228)
H (0.1418, -1.1287, -6.8000)
H (-0.5964, -2.2327, -4.7189)
H (-0.9177, -0.9028, -2.6621)
H (2.1533, 2.2367, -3.0545)
H (3.9418, 3.7636, -2.2980)
H (3.5065, 5.3916, -0.4974)
H (1.2567, 5.5417, 0.5279)
H (-0.5493, 4.0455, -0.2459)
H (-4.7962, 1.8962, 0.1059)
H (-5.2294, 2.8305, 2.3526)
H (-4.6306, 5.1798, 2.8457)
H (-3.5570, 6.5759, 1.1113)
H (-3.1387, 5.6673, -1.1316)
H (-3.0034, 4.5130, -4.9135)
H (-4.2619, 6.2038, -6.1391)
H (-6.5406, 6.8435, -5.4162)
H (-7.5201, 5.8768, -3.3551)
H (-6.2596, 4.1938, -2.0783)